Computed, not measured: a molecular structure, C32H42N2OP2Ru, with wB97M-V/def2-TZVPD.

Geometry (Å):
H 0.24 -3.82 1.86
H 1.11 -1.91 2.86
C 1.43 4.05 1.31
H -2.04 -5.05 0.08
N 1.04 0.34 1.49
C -2.27 -3.97 0.01
C 0.83 1.69 1.67
H -2.96 -3.79 -0.83
H 1.89 -1.77 0.31
H 2.84 -1.82 3.40
H -2.63 3.04 3.21
H 2.40 -4.49 -2.55
C 3.27 -2.51 -2.77
C 2.75 -1.23 0.73
H 4.25 -0.07 2.70
H 2.00 1.33 -2.11
C 0.45 -4.05 0.81
C 1.95 -1.22 3.09
C -2.69 1.73 -3.13
C 0.67 -1.56 -3.02
C -2.84 1.26 0.13
C -1.44 -1.43 2.52
C 1.45 0.76 -2.84
H 3.18 -0.63 -0.07
P -0.69 -3.07 -0.24
H 2.92 5.58 1.70
C 2.39 5.12 0.85
C 2.18 -3.42 -2.63
H -4.35 -2.19 -0.05
H -2.43 4.68 2.54
H -0.01 5.49 2.08
P -2.56 -0.50 -0.28
H 0.00 -4.82 -1.89
H 4.28 -2.88 -2.84
H -3.74 1.67 -0.35
H 1.48 -3.79 0.59
H 2.56 2.40 0.52
H 3.86 -0.43 -2.67
H -2.03 3.78 -3.31
H 1.86 5.94 0.34
H -0.98 1.36 2.78
H 0.02 -0.28 -0.36
C 1.69 2.69 1.12
H -1.77 4.29 4.12
C -0.26 -3.74 -1.99
C -0.39 2.47 -2.85
H -2.73 -3.65 0.95
H 3.13 1.23 3.13
C -1.94 3.89 3.12
H -2.92 -1.60 -2.53
C 2.30 -0.34 1.87
H -3.75 1.99 -3.26
Ru -0.54 -1.08 0.90
H 0.29 -5.11 0.61
C 3.05 -1.14 -2.70
H -2.91 1.35 1.22
C -4.07 -1.26 0.46
C -0.33 2.12 2.35
H -4.23 -0.36 -2.22
H -1.17 -3.59 -2.60
C 0.23 4.43 1.96
C 3.44 0.57 2.32
O -1.98 -1.67 3.54
H 3.15 4.71 0.17
H 3.84 1.14 1.49
C -2.30 0.42 -2.87
C 0.09 1.14 -3.02
H -3.85 -1.49 1.50
H 0.34 3.25 -2.70
C -0.65 3.47 2.46
H -1.97 1.82 -0.20
C 0.90 -2.95 -2.55
C 1.74 -0.62 -2.91
H -4.90 -0.55 0.41
C -0.90 0.11 -3.18
H 1.63 -0.58 3.93
C -3.16 -0.58 -2.18
H 3.50 -1.95 1.07
C -1.73 2.76 -3.14
N -0.53 -1.16 -3.44

Output
Multiplicity = 6
M = 633.72 g/mol
Charge = +1
Highest occupied orbital energy (spin up / spin down) = -8.6 / -10.7 eV
DFT total energy = -60043.1578 eV